1.
C4H10NO2 | ωB97M-V/def2-TZVPD

Last column: Löwdin charge in e.
Atoms and positions in Å:
N 1.147 0.915 -1.387  -0.05
C 1.860 -0.270 -0.453  -0.52
O 1.483 -1.466 -0.799  -0.31
H 1.099 0.457 -2.283  0.03
H 1.907 1.629 -1.553  0.06
H 3.034 -0.086 -0.404  0.08
H 1.375 0.094 0.521  0.07
C -1.361 0.047 2.097  -0.01
C -1.182 0.278 0.759  -0.52
O -0.671 1.448 0.388  -0.04
C -1.457 -0.821 -0.250  -0.06
H -1.688 -0.905 2.451  0.02
H -1.026 0.782 2.839  0.04
H -0.107 1.237 -0.427  0.02
H -2.175 -1.569 0.114  0.07
H -1.719 -0.404 -1.230  0.08
H -0.517 -1.366 -0.385  0.05

Cartesian forces (eV/Å) of the 3 atoms listed first:
N 2.428 0.107 -0.058
C -0.589 0.502 1.024
O 0.510 0.311 -0.431

Output
max |F| = 0.062 Eh/bohr
charge = -1
relative energy (zero: lowest compared OMol25 entry of this formula, charge and spin) = 69.8 kcal/mol
DFT total energy = -9894.4199 eV
orbital gap = 7.49 eV

2.
C16H20GdNO2 | ωB97M-V/def2-TZVPD

Last column: Löwdin spin population.
Atoms and positions in Å:
Gd 0.603 -0.048 0.915  5.72
C 2.486 1.768 1.535  0.01
C 3.257 0.762 0.881  0.02
C 2.832 0.681 -0.477  0.03
H 4.079 0.197 1.322  0.00
C 1.823 1.680 -0.677  0.04
C 1.596 2.335 0.570  0.00
H 0.918 3.169 0.727  0.00
H 2.602 2.107 2.568  0.00
H 3.245 0.022 -1.242  0.01
H 1.393 1.988 -1.629  0.01
C -0.876 0.141 3.109  0.03
C -0.590 1.446 2.612  0.01
C -1.310 1.619 1.386  0.01
H 0.026 2.201 3.108  0.00
C -2.034 0.416 1.136  0.02
C -1.748 -0.506 2.185  0.02
H -2.163 -1.514 2.279  0.01
H -0.523 -0.275 4.057  0.00
H -1.345 2.519 0.769  0.00
H -2.769 0.277 0.346  0.01
O -0.564 -1.023 -0.861  0.06
C -1.184 -0.765 -2.133  0.01
C -0.618 -2.043 -2.794  0.19
C -0.754 0.538 -2.770  0.08
C -2.689 -0.885 -2.049  0.19
C -0.193 -2.425 -1.384  0.07
H 0.224 -1.874 -3.470  0.05
H -1.393 -2.675 -3.236  0.08
H -0.860 -3.166 -0.924  0.03
H 0.879 -2.588 -1.207  0.03
H -0.897 0.456 -3.854  0.04
H 0.297 0.783 -2.588  0.00
H -1.379 1.353 -2.395  0.02
H -3.075 -1.180 -3.033  0.07
H -3.133 0.075 -1.777  0.03
H -3.017 -1.636 -1.324  0.04
O 2.885 -1.304 4.475  0.00
C 2.288 -1.307 3.446  0.01
N 1.679 -1.320 2.397  0.02

Cartesian forces (eV/Å) of the 3 atoms listed first:
Gd 0.624 -1.391 -0.587
C 0.502 0.285 -0.815
C -0.087 0.745 -0.353

Output
max |F| = 0.078 Eh/bohr
expectation value of S² = 15.79
charge = -2
DFT total energy = -43330.9245 eV
spin multiplicity = 8
orbital gap (alpha / beta) = 2.12 / 6.92 eV

3.
C3H12N4 | ωB97M-V/def2-TZVPD

Last column: Löwdin charge in e.
Atoms and positions in Å:
C 1.107 -1.412 0.221  -0.04
N 1.351 -0.110 -0.272  -0.09
N 1.961 0.862 0.370  0.23
C 0.012 0.230 -1.227  -0.01
N -1.088 0.199 -0.394  -0.16
C -1.229 1.335 0.489  0.05
N -1.625 -1.011 -0.075  0.24
H 0.376 -1.528 1.151  0.16
H 0.912 -2.177 -0.538  0.12
H 1.960 -1.695 0.845  0.13
H 1.765 1.076 1.317  0.15
H 2.450 1.542 -0.147  0.15
H 0.306 1.250 -1.753  0.21
H -0.118 -0.644 -1.888  0.15
H -0.884 2.217 -0.028  0.13
H -2.218 1.730 0.470  0.12
H -0.986 0.968 1.432  0.10
H -2.344 -0.985 0.668  0.18
H -1.707 -1.849 -0.638  0.17

Cartesian forces (eV/Å) of the 3 atoms listed first:
C 0.351 -1.067 3.991
N -1.647 0.513 -1.251
N -1.239 -1.821 -0.419

Output
max |F| = 0.081 Eh/bohr
charge = +2
relative energy (zero: lowest compared OMol25 entry of this formula, charge and spin) = 164.5 kcal/mol
DFT total energy = -9242.8950 eV
SMILES = CN(N)C[N+](C)=[NH2+]
orbital gap (alpha / beta) = 8.20 / 8.20 eV

4.
C30H26ClF6N4O3PSbSe4W | ωB97M-V/def2-TZVPD

Last column: Löwdin charge in e.
Atoms and positions in Å:
W 0.426 -0.614 0.205  1.48
O 1.750 -1.681 -1.070  -0.31
N 2.913 -1.183 -1.287  0.08
N 2.984 0.014 -0.911  -0.15
O 1.908 0.595 -0.433  -0.28
C 4.177 0.799 -1.039  -0.14
C 4.109 2.136 -0.694  0.01
C 5.261 2.900 -0.815  -0.06
C 6.440 2.328 -1.267  -0.08
C 6.479 0.979 -1.600  -0.08
C 5.343 0.197 -1.487  -0.01
H 3.185 2.556 -0.324  0.11
H 5.230 3.946 -0.542  0.11
H 7.336 2.929 -1.350  0.10
H 7.401 0.528 -1.939  0.10
H 5.359 -0.855 -1.727  0.11
Cl -1.839 -2.542 -3.201  0.75
C -2.654 -2.632 -1.662  -0.58
C -4.041 -2.649 -1.708  -0.12
C -4.767 -2.828 -0.545  -0.09
C -4.088 -3.032 0.648  -0.08
C -2.707 -2.989 0.669  -0.05
C -1.934 -2.736 -0.469  -0.30
C -0.447 -2.623 -0.386  -0.22
H -4.535 -2.524 -2.661  0.10
H -5.849 -2.831 -0.577  0.10
H -4.633 -3.221 1.565  0.10
H -2.196 -3.164 1.606  0.10
H -0.013 -2.854 -1.352  0.03
H -0.057 -3.339 0.338  0.06
O -1.251 -0.804 1.415  -0.35
N -1.280 -0.756 2.753  -0.15
C -0.822 -1.788 3.483  -0.11
C -0.894 -1.738 4.859  -0.09
C -1.449 -0.627 5.470  -0.07
C -1.930 0.410 4.687  -0.01
C -1.830 0.329 3.318  -0.01
H -0.390 -2.614 2.941  0.08
H -0.465 -2.556 5.419  0.07
H -1.485 -0.565 6.549  0.11
H -2.351 1.305 5.121  0.12
H -2.136 1.104 2.635  0.12
F -0.030 1.404 0.910  -0.33
P 0.322 2.889 1.842  0.21
F 0.122 3.669 0.461  -0.13
F -1.269 2.961 2.093  -0.14
F 0.593 4.212 2.662  -0.10
F 0.474 1.943 3.121  -0.13
F 1.861 2.665 1.493  -0.13
Se 1.985 -0.710 6.389  -0.11
Sb 3.108 -2.333 5.083  -0.23
Se 2.033 -4.429 4.715  -0.19
Se 5.246 -1.920 4.161  -0.19
Se 1.699 -1.311 1.956  0.47
C 1.742 1.718 -4.359  -0.10
C 1.082 2.547 -3.455  -0.08
C 0.241 2.007 -2.501  -0.03
C 0.042 0.624 -2.426  -0.34
C 0.689 -0.197 -3.337  -0.07
C 1.538 0.350 -4.295  -0.08
N -0.784 0.117 -1.358  -0.10
C -2.137 0.496 -1.518  -0.28
C -2.997 0.683 -0.433  -0.02
C -4.333 0.995 -0.623  -0.09
C -4.859 1.141 -1.897  -0.11
C -4.013 0.974 -2.985  -0.09
C -2.678 0.660 -2.803  -0.06
H 2.409 2.138 -5.100  0.09
H 1.237 3.619 -3.484  0.10
H -0.250 2.642 -1.775  0.11
H 0.545 -1.265 -3.289  0.07
H 2.044 -0.308 -4.992  0.10
H -2.612 0.589 0.565  0.07
H -4.966 1.134 0.245  0.10
H -5.903 1.388 -2.041  0.09
H -4.395 1.083 -3.993  0.10
H -2.047 0.516 -3.669  0.10

Cartesian forces (eV/Å) of the 3 atoms listed first:
W -0.515 -1.382 -0.137
O 0.051 0.039 0.033
N -0.003 0.054 -0.006

Output
max |F| = 0.029 Eh/bohr
charge = -1
relative energy (zero: lowest compared OMol25 entry of this formula, charge and spin) = 0.0 kcal/mol
DFT total energy = -351505.7428 eV
orbital gap (alpha / beta) = 5.92 / 5.92 eV

5.
C42H34N4O3Sn | ωB97M-V/def2-TZVPD

Last column: Löwdin spin population.
Atoms and positions in Å:
Sn 0.877 -0.374 2.110  0.01
O -4.792 -4.596 0.155  0.00
C -4.932 -3.515 0.762  0.00
O -5.946 -2.854 1.065  0.00
C -3.599 -2.872 1.221  0.00
C -2.385 -3.471 0.956  0.00
C -1.209 -2.861 1.365  0.00
N -1.202 -1.695 2.037  0.00
C -2.389 -1.125 2.337  0.00
C -3.591 -1.692 1.938  0.00
C -2.413 0.130 3.146  0.00
C -3.482 1.024 3.065  0.00
C -3.482 2.139 3.880  0.00
C -2.410 2.356 4.733  0.00
C -1.376 1.436 4.719  0.00
N -1.387 0.342 3.963  0.00
C 0.112 -3.512 1.107  0.00
C 0.270 -4.504 0.143  0.00
C 1.525 -5.052 -0.049  0.00
C 2.591 -4.598 0.712  0.00
C 2.345 -3.605 1.646  0.00
N 1.136 -3.089 1.845  0.00
H -2.400 -4.418 0.433  0.00
H -4.549 -1.255 2.185  0.00
H -4.280 0.861 2.353  0.00
H -4.307 2.840 3.841  0.00
H -2.374 3.221 5.385  0.00
H -0.492 1.573 5.337  0.00
H -0.568 -4.828 -0.458  0.00
H 1.674 -5.817 -0.801  0.00
H 3.590 -4.992 0.577  0.00
H 3.143 -3.189 2.255  0.00
C -0.398 1.184 1.032  0.25
C -0.897 1.632 0.001  0.05
C -1.405 2.098 -1.208  0.30
C -2.729 1.612 -1.612  0.01
C -3.110 1.469 -2.955  0.06
C -4.325 0.890 -3.295  -0.01
C -5.187 0.427 -2.309  0.06
C -4.825 0.555 -0.972  -0.01
C -3.620 1.146 -0.631  0.05
C -0.544 2.927 -2.058  0.02
C -1.064 3.833 -2.997  0.05
C -0.227 4.597 -3.796  0.00
C 1.153 4.485 -3.682  0.06
C 1.684 3.615 -2.735  0.00
C 0.853 2.852 -1.932  0.05
H -2.426 1.768 -3.740  0.00
H -4.592 0.779 -4.340  0.00
H -6.123 -0.048 -2.577  0.00
H -5.478 0.173 -0.197  0.00
H -3.334 1.239 0.410  0.00
H -2.137 3.953 -3.076  0.00
H -0.655 5.293 -4.509  0.00
H 1.806 5.068 -4.320  0.00
H 2.760 3.530 -2.627  0.00
H 1.264 2.155 -1.209  0.00
C 3.023 -0.684 -3.061  0.00
C 1.824 -1.507 -2.570  0.00
C 2.133 -3.003 -2.725  0.00
C 0.578 -1.143 -3.389  0.00
C 1.578 -1.200 -1.147  0.01
C 1.316 -0.910 0.005  0.01
H 3.242 -0.916 -4.109  0.00
H 3.908 -0.909 -2.460  0.00
H 2.814 0.385 -2.976  0.00
H 2.357 -3.242 -3.771  0.00
H 1.278 -3.602 -2.403  0.00
H 2.990 -3.279 -2.106  0.00
H 0.732 -1.378 -4.447  0.00
H 0.358 -0.077 -3.291  0.00
H -0.291 -1.697 -3.029  0.00
O 3.919 -0.265 2.284  0.00
N 4.538 0.824 2.508  0.00
C 5.104 1.075 3.718  0.00
C 5.765 2.259 3.965  0.00
C 5.859 3.229 2.977  0.00
C 5.261 2.968 1.754  0.00
C 4.608 1.775 1.537  0.00
H 4.985 0.279 4.436  0.00
H 6.202 2.416 4.941  0.00
H 6.375 4.162 3.157  0.00
H 5.291 3.697 0.955  0.00
H 4.109 1.503 0.617  0.00

Cartesian forces (eV/Å) of the 3 atoms listed first:
Sn -0.195 0.167 0.002
O -0.179 0.234 0.137
C -0.020 -0.029 -0.056

Output
max |F| = 0.007 Eh/bohr
expectation value of S² = 0.79
charge = -1
relative energy (zero: lowest compared OMol25 entry of this formula, charge and spin) = 18.6 kcal/mol
DFT total energy = -62037.3217 eV
spin multiplicity = 2
orbital gap (alpha / beta) = 6.11 / 6.81 eV

6.
C11H14N2O | ωB97M-V/def2-TZVPD

Last column: Löwdin charge in e.
Atoms and positions in Å:
C 0.293 4.057 0.842  -0.07
C -0.502 2.913 0.311  -0.28
C -1.568 2.233 0.971  -0.02
C -2.223 1.203 0.334  -0.01
C -1.582 0.523 -0.712  -0.36
O -2.060 -0.716 -1.023  0.03
C -0.572 1.117 -1.395  -0.06
C 0.001 2.280 -0.817  -0.07
H 0.041 4.952 0.242  0.09
H 1.347 4.039 0.594  0.07
H 0.143 4.249 1.905  0.08
H -1.888 2.430 1.984  0.11
H -3.021 0.603 0.745  0.12
H -1.435 -1.449 -1.196  0.11
H 0.003 0.723 -2.221  0.11
H 1.015 2.473 -1.161  0.11
C 0.336 -4.296 0.697  -0.05
C 0.693 -2.911 0.287  -0.39
C 1.460 -2.699 -0.849  -0.06
N 1.717 -1.342 -0.821  0.04
C 1.118 -0.791 0.250  -0.19
N 0.465 -1.748 0.925  0.10
H -0.407 -4.342 1.503  0.08
H 1.173 -4.725 1.274  0.08
H 0.203 -4.935 -0.159  0.07
H 1.966 -3.183 -1.670  0.11
H 2.322 -0.859 -1.451  0.14
H 0.964 0.203 0.612  0.11

Cartesian forces (eV/Å) of the 3 atoms listed first:
C -0.422 1.233 -0.331
C 0.580 -1.726 0.432
C -0.124 0.968 -0.773

Output
max |F| = 0.056 Eh/bohr
relative energy (zero: lowest compared OMol25 entry of this formula, charge and spin) = 55.6 kcal/mol
DFT total energy = -16660.4996 eV
SMILES = Cc1ccc(O)cc1.Cc1c[nH]cn1
orbital gap = 8.90 eV

7.
C4H8N2 | ωB97M-V/def2-TZVPD

Last column: Löwdin charge in e.
Atoms and positions in Å:
C 0.341 -1.245 0.226  -0.21
C 0.946 0.958 0.163  -0.34
C -0.446 1.230 -0.197  -0.16
C -1.009 -0.918 -0.144  -0.23
H 0.640 -2.116 -0.237  0.10
H 0.369 -1.173 1.278  0.12
H 1.582 -0.471 -1.346  0.17
H 1.651 1.766 -0.325  0.14
H 1.306 1.024 1.188  0.10
H -1.204 2.235 -0.076  0.12
H -2.508 0.516 0.111  0.23
H -1.652 -1.676 -0.392  0.09
N 1.414 -0.349 -0.247  -0.09
N -1.430 0.219 -0.001  -0.03

Cartesian forces (eV/Å) of the 3 atoms listed first:
C 1.970 1.180 -1.627
C 3.116 2.665 -1.519
C -6.095 3.982 1.486

Output
max |F| = 0.145 Eh/bohr
relative energy (zero: lowest compared OMol25 entry of this formula, charge and spin) = 123.3 kcal/mol
DFT total energy = -7252.5289 eV
orbital gap = 6.77 eV

8.
C25H29N3P2Tl | ωB97M-V/def2-TZVPD

Last column: Löwdin charge in e.
Atoms and positions in Å:
C 0.060 -3.294 3.122  -0.04
C 0.464 -2.779 1.900  -0.21
C -0.367 -3.001 0.745  -0.19
C -1.645 -3.660 0.891  -0.14
C -1.997 -4.166 2.175  -0.02
C -1.154 -4.001 3.255  -0.06
C -2.478 -3.711 -0.238  0.07
C -2.086 -3.161 -1.469  -0.14
C -0.784 -2.536 -1.528  -0.20
C -0.369 -1.851 -2.723  -0.22
C -1.206 -1.862 -3.829  -0.03
C -2.458 -2.513 -3.790  -0.06
C -2.896 -3.137 -2.640  -0.02
H 0.726 -3.160 3.978  0.12
H -2.952 -4.691 2.257  0.12
H -1.406 -4.411 4.231  0.11
H -3.441 -4.217 -0.167  0.13
H -0.856 -1.374 -4.742  0.12
H -3.069 -2.511 -4.691  0.11
H -3.866 -3.635 -2.582  0.12
N 0.034 -2.513 -0.451  0.13
Tl -0.452 0.917 0.193  0.42
C 1.735 -1.945 1.751  -0.29
H 2.129 -2.106 0.730  0.08
H 2.474 -2.226 2.524  0.10
C 0.972 -1.127 -2.716  -0.27
H 1.663 -1.699 -2.069  0.09
H 1.356 -1.045 -3.749  0.11
P 1.446 -0.128 1.865  0.76
P 0.911 0.565 -1.975  0.79
C 0.047 1.528 -3.264  -0.25
H 0.036 2.584 -2.962  0.04
H 0.567 1.404 -4.228  0.06
H -0.990 1.173 -3.350  0.05
C 2.653 1.097 -2.050  -0.23
H 3.005 1.034 -3.093  0.07
H 2.718 2.132 -1.691  0.05
H 3.269 0.456 -1.402  0.04
C 0.836 0.071 3.583  -0.27
H 1.526 -0.397 4.304  0.06
H 0.738 1.148 3.788  0.04
H -0.164 -0.379 3.667  0.05
C 3.104 0.592 1.859  -0.26
H 3.011 1.678 1.981  0.04
H 3.683 0.167 2.689  0.06
H 3.598 0.391 0.901  0.03
H -1.498 -0.502 0.352  -0.07
H -1.080 1.354 1.834  -0.07
N -1.230 8.118 1.672  0.19
C -0.995 7.008 1.336  -0.15
C -0.682 5.673 0.893  -0.19
C 0.566 5.112 1.253  0.03
C 0.889 3.899 0.637  -0.13
N 0.064 3.309 -0.223  -0.08
C -1.156 3.789 -0.467  -0.17
C -1.614 4.982 0.083  0.03
H 1.239 5.593 1.993  0.14
H 1.840 3.416 0.845  0.10
H -1.818 3.195 -1.110  0.11
H -2.650 5.355 -0.088  0.15

Cartesian forces (eV/Å) of the 3 atoms listed first:
C 0.758 0.530 -1.036
C 0.050 -0.002 0.476
C -0.441 0.256 -0.968

Output
max |F| = 0.078 Eh/bohr
charge = +1
relative energy (zero: lowest compared OMol25 entry of this formula, charge and spin) = 25.9 kcal/mol
DFT total energy = -54128.9063 eV
orbital gap = 6.86 eV

> Which value of max |F| does entry 3 give?

0.081 Eh/bohr

> Look up the max |F| of the second one.

0.078 Eh/bohr

> The lowest DFT total energy belongs to which entry?

C30H26ClF6N4O3PSbSe4W

> DFT total energy of number 3 (C3H12N4)?

-9242.8950 eV